No. 1
{"formula": "C11H25BF4LaNO2P2", "method": "ωB97M-V/def2-TZVPD", "e_above_lowest_kcal_mol": 0.0, "energy_ha": -1778.190514, "homo_lumo_gap_ev": 7.83, "elements": ["La", "P", "P", "F", "F", "F", "F", "O", "O", "N", "C", "C", "C", "C", "C", "C", "C", "C", "C", "C", "C", "B", "H", "H", "H", "H", "H", "H", "H", "H", "H", "H", "H", "H", "H", "H", "H", "H", "H", "H", "H", "H", "H", "H", "H", "H", "H"], "xyz": [[0.058, -0.517, 1.489], [-2.313, -0.889, -0.082], [2.202, 1.270, 0.951], [1.330, -0.322, 5.631], [0.000, 1.112, 4.361], [0.220, -1.125, 3.717], [-0.995, -0.566, 5.656], [0.177, -3.513, 0.313], [-0.636, -3.394, -2.356], [0.049, 0.735, -1.188], [-3.066, -2.557, -0.021], [0.839, 1.793, -1.469], [0.037, 1.886, -3.742], [-0.804, 0.294, -2.143], [1.751, 2.399, -0.421], [-1.823, -0.780, -1.857], [-3.853, 0.091, -0.113], [0.840, 2.399, -2.730], [3.879, 0.823, 0.385], [2.585, 2.432, 2.299], [-0.799, 0.817, -3.441], [0.132, -0.150, 4.961], [4.469, 1.744, 0.314], [-3.862, -2.604, -0.772], [-0.188, -3.609, -1.499], [-3.500, -2.717, 0.979], [3.828, 0.342, -0.600], [1.745, 3.117, 2.465], [0.906, -2.781, 0.343], [4.337, 0.122, 1.094], [3.489, 2.996, 2.044], [1.306, 3.318, -0.005], [-3.691, 1.107, -0.491], [1.580, -1.504, 0.500], [-4.265, 0.154, 0.903], [2.715, 2.671, -0.879], [-0.883, 1.131, 1.684], [-4.571, -0.421, -0.760], [2.745, 1.860, 3.226], [-2.332, -3.350, -0.215], [-1.489, 0.431, -4.190], [0.063, -3.271, -3.026], [1.470, 3.264, -2.924], [-2.770, -0.583, -2.385], [-1.451, -1.781, -2.201], [0.024, 2.332, -4.736], [0.516, -4.202, 0.932]]}



No. 2
{"formula": "C8H15Br3FO5STl", "method": "ωB97M-V/def2-TZVPD", "spin_multiplicity": 2, "charge": 3, "energy_ha": -9081.180886, "homo_lumo_gap_ev": [4.64, 3.40], "elements": ["Tl", "Br", "Br", "Br", "S", "F", "O", "O", "O", "O", "O", "C", "C", "C", "C", "C", "C", "C", "C", "H", "H", "H", "H", "H", "H", "H", "H", "H", "H", "H", "H", "H", "H", "H"], "xyz": [[-0.010, 10.793, 7.502], [-6.824, 8.967, 6.887], [-6.849, 11.168, 4.560], [-7.382, 12.003, 7.662], [-1.660, 14.067, 5.199], [-2.644, 10.565, 6.306], [-3.078, 9.285, 2.024], [-1.334, 15.488, 4.883], [-1.665, 13.222, 3.722], [-0.823, 13.244, 6.074], [-2.194, 7.512, 0.994], [-3.388, 13.842, 5.773], [-4.035, 9.673, 3.027], [-2.519, 13.531, 2.732], [-2.848, 7.988, 1.948], [-6.387, 10.854, 6.427], [-1.707, 13.602, 1.467], [-3.477, 7.299, 3.098], [-4.349, 8.365, 3.721], [-3.365, 14.141, 6.821], [-2.452, 13.720, 0.680], [-4.164, 8.454, 4.791], [-5.307, 10.978, 6.510], [-4.959, 10.186, 2.757], [-3.693, 12.804, 5.645], [-4.004, 6.394, 2.796], [-3.866, 14.528, 5.073], [-5.419, 8.175, 3.634], [-2.961, 14.523, 2.826], [-0.895, 14.321, 1.355], [-1.136, 12.706, 1.224], [-3.479, 10.311, 3.714], [-3.311, 12.784, 2.681], [-2.643, 7.065, 3.760]]}



No. 3
{"formula": "C3H38NO16", "method": "ωB97M-V/def2-TZVPD", "e_above_lowest_kcal_mol": 17.3, "charge": 1, "energy_ha": -1395.478084, "homo_lumo_gap_ev": 10.70, "elements": ["O", "O", "O", "O", "O", "O", "O", "O", "O", "O", "O", "O", "O", "O", "O", "O", "N", "C", "C", "C", "H", "H", "H", "H", "H", "H", "H", "H", "H", "H", "H", "H", "H", "H", "H", "H", "H", "H", "H", "H", "H", "H", "H", "H", "H", "H", "H", "H", "H", "H", "H", "H", "H", "H", "H", "H", "H", "H"], "xyz": [[1.763, -1.724, 3.372], [3.440, 0.585, 1.111], [-2.776, -0.473, -4.073], [0.418, 3.041, 0.495], [-0.435, -3.915, 0.874], [-1.103, 2.966, -2.088], [-2.250, -1.449, 1.138], [-3.539, 1.557, -1.638], [2.227, 2.316, 3.129], [-0.973, 0.106, 3.151], [-2.073, 1.722, 0.662], [-2.917, -1.515, -1.562], [0.181, -3.922, -1.872], [1.325, 1.973, -4.387], [3.741, -0.098, 3.894], [-0.241, -1.281, -1.184], [0.769, -0.712, 1.139], [0.737, -0.289, -1.365], [2.913, -0.291, 0.070], [1.410, 0.062, 0.053], [-2.112, -0.252, -4.724], [0.380, 0.630, -1.815], [-1.031, -4.512, 1.302], [1.624, -0.759, -1.789], [-3.723, -2.015, -1.721], [0.743, -1.707, 0.882], [1.184, -0.640, 2.087], [2.289, -1.131, 3.975], [3.322, -0.042, -0.913], [-1.926, 0.851, 1.070], [-4.173, 1.917, -2.246], [4.356, 0.764, 0.864], [2.259, -2.546, 3.423], [-0.415, -3.731, -0.070], [-1.465, 3.835, -1.920], [-1.134, -0.952, -1.389], [0.516, 3.919, 0.115], [-1.451, -0.319, 3.878], [-0.535, 2.898, 0.611], [-2.969, 1.590, 0.303], [-0.002, -4.451, -2.651], [-3.524, 0.100, -4.228], [2.141, 2.646, 2.222], [0.376, 2.086, -4.499], [-2.961, -0.752, -2.167], [-0.856, 2.497, -1.285], [1.360, 1.116, 0.323], [-1.068, 1.004, 3.494], [-2.023, -2.367, 1.318], [3.253, -1.278, 0.375], [3.955, -0.100, 2.953], [-2.647, -1.383, 0.261], [0.214, -2.997, -2.139], [1.557, 2.910, 3.492], [1.527, 2.487, -3.599], [3.244, 0.717, 4.039], [-0.251, -0.580, 1.110], [-2.651, 1.889, -1.861]]}



No. 4
{"formula": "C6H17NO", "method": "ωB97M-V/def2-TZVPD", "e_above_lowest_kcal_mol": 31.3, "smiles": "CCCCNCC.O", "energy_ha": -368.750899, "homo_lumo_gap_ev": 9.58, "elements": ["O", "N", "C", "C", "C", "C", "C", "C", "H", "H", "H", "H", "H", "H", "H", "H", "H", "H", "H", "H", "H", "H", "H", "H", "H"], "xyz": [[2.348, -0.641, 2.298], [-0.017, -0.735, -1.270], [1.186, 0.048, -0.981], [-1.635, -0.117, 1.188], [-2.222, 0.174, -0.201], [-1.247, 0.001, -1.433], [2.390, -0.564, -1.678], [-1.109, 1.147, 1.899], [-3.169, -0.341, -0.395], [-0.174, -1.532, -0.670], [-1.936, 1.844, 1.960], [-1.841, -0.182, -2.335], [3.222, 0.110, -1.489], [3.027, -1.250, 1.927], [2.513, -1.633, -1.560], [-0.994, 1.055, -1.618], [1.350, 0.134, 0.123], [-0.874, 0.887, 2.930], [-2.535, 1.225, -0.216], [-0.292, 1.485, 1.275], [2.132, -0.131, 1.503], [1.001, 1.053, -1.349], [-0.918, -0.934, 1.066], [-2.408, -0.620, 1.785], [2.202, -0.487, -2.756]]}



No. 5
{"formula": "C21H63N9O34P4", "method": "ωB97M-V/def2-TZVPD", "spin_multiplicity": 2, "charge": -1, "energy_ha": -5253.800450, "homo_lumo_gap_ev": [2.52, 6.41], "elements": ["P", "P", "P", "P", "O", "O", "O", "O", "O", "O", "O", "O", "O", "O", "O", "O", "O", "O", "O", "O", "O", "O", "O", "O", "O", "O", "O", "O", "O", "O", "O", "O", "O", "O", "O", "O", "O", "O", "N", "N", "N", "N", "N", "N", "N", "N", "N", "C", "C", "C", "C", "C", "C", "C", "C", "C", "C", "C", "C", "C", "C", "C", "C", "C", "C", "C", "C", "C", "H", "H", "H", "H", "H", "H", "H", "H", "H", "H", "H", "H", "H", "H", "H", "H", "H", "H", "H", "H", "H", "H", "H", "H", "H", "H", "H", "H", "H", "H", "H", "H", "H", "H", "H", "H", "H", "H", "H", "H", "H", "H", "H", "H", "H", "H", "H", "H", "H", "H", "H", "H", "H", "H", "H", "H", "H", "H", "H", "H", "H", "H", "H"], "xyz": [[3.441, 4.006, 3.652], [-2.446, 6.201, 2.302], [-2.153, 0.322, 3.540], [1.350, -1.173, -0.845], [-3.341, -3.560, 0.090], [4.527, 4.670, 4.692], [4.032, -3.035, -2.039], [2.459, -0.479, -1.532], [-2.724, 2.458, -2.093], [-3.758, 5.540, 1.606], [-1.141, 5.497, 1.645], [-1.811, 1.774, 2.853], [1.035, -7.374, -0.684], [1.291, -2.079, -6.506], [-5.213, -2.536, 0.311], [-3.292, -2.924, -3.125], [0.818, -2.416, -1.711], [-1.201, -5.280, -3.441], [-4.027, 1.790, -0.546], [-0.668, -0.276, 3.887], [4.391, 3.020, 2.759], [0.825, -5.230, -4.056], [1.018, -6.248, 2.773], [1.711, -8.001, -2.624], [5.886, -1.913, -1.805], [-4.583, -3.043, -4.821], [2.996, 5.193, 2.614], [-2.446, 6.203, 3.793], [1.755, -1.820, 0.611], [-2.817, 0.750, 4.967], [2.993, 4.795, -3.225], [1.190, 0.132, -6.613], [-0.224, -4.541, 2.209], [-0.003, -0.331, -0.615], [1.640, 4.469, -1.576], [-2.965, -0.563, 2.669], [2.248, 3.345, 4.313], [-2.564, 7.624, 1.521], [0.034, -5.748, 2.222], [1.210, -0.947, -6.005], [-4.020, -2.550, 0.042], [1.838, -7.331, -1.613], [-0.330, -5.147, -4.284], [-4.022, -3.542, -3.840], [-3.740, 1.955, -1.762], [2.339, 4.085, -2.487], [4.836, -2.165, -2.369], [-4.649, 1.487, -2.803], [-0.040, 0.859, 0.191], [-1.720, 8.680, 1.813], [-0.970, -6.686, 1.635], [2.645, 4.931, 1.281], [4.680, -1.412, -3.675], [-4.505, -4.901, -3.449], [-0.984, 2.729, 3.563], [-0.143, -3.241, -1.133], [-0.161, -1.450, 3.264], [2.953, -6.362, -1.584], [4.099, 5.472, 5.811], [-3.918, 4.130, 1.740], [-2.913, -0.203, 6.037], [-1.033, 5.085, 0.238], [4.888, 1.814, 3.322], [-3.387, -1.350, -0.542], [-0.765, -4.793, -5.665], [2.564, 2.611, -2.640], [3.105, -1.789, 1.051], [0.984, -0.852, -4.539], [-5.545, -4.662, -3.229], [1.911, 2.066, -1.958], [-0.459, -3.013, -0.115], [-3.791, -1.211, -1.545], [2.518, -5.555, -0.994], [-0.354, 1.621, -0.522], [-0.078, -1.085, -4.469], [3.250, -1.027, 1.817], [3.298, 4.977, 6.360], [-1.285, -7.334, 2.452], [2.234, 3.926, 1.192], [3.935, -1.968, -4.244], [3.751, 6.439, 5.447], [-1.601, 3.546, 3.937], [3.919, -6.737, -1.246], [-0.242, 3.131, 2.873], [4.506, 0.933, 2.805], [4.426, -0.428, -3.279], [-1.946, 5.456, -0.228], [-0.498, -7.172, 0.781], [3.518, 4.929, 0.628], [-2.032, -0.831, 6.168], [-0.882, -5.769, -6.135], [0.950, 1.148, 0.544], [-0.778, 0.785, 0.989], [4.456, 1.559, 4.290], [-3.538, -0.594, 0.228], [-0.728, -2.023, 2.530], [3.887, -1.744, 0.293], [-0.410, 2.357, 4.411], [5.662, -1.429, -4.149], [-4.550, 0.406, -2.905], [-3.774, -0.856, 5.892], [-0.255, 5.576, -0.346], [0.254, -4.244, -0.980], [0.195, -2.189, 3.981], [-1.052, -3.306, -1.731], [-1.001, 8.779, 1.000], [-2.326, 9.582, 1.894], [-1.770, -6.082, 1.208], [-1.106, 8.552, 2.705], [3.006, -6.034, -2.622], [0.663, -1.110, 2.636], [1.230, 0.156, -4.208], [2.380, 2.360, -3.685], [5.967, 1.870, 3.467], [4.920, 5.648, 6.506], [-3.461, 3.663, 0.867], [-3.089, 0.297, 6.989], [-4.391, 2.013, -3.721], [-5.661, 1.793, -2.540], [-4.978, 3.873, 1.756], [-3.878, -5.135, -2.589], [3.600, 2.403, -2.372], [1.825, 5.597, 1.012], [3.313, -2.745, 1.531], [-3.544, 3.681, 2.660], [-0.006, -4.190, -6.164], [-0.815, 4.040, 0.019], [-4.348, -5.484, -4.357], [-1.717, -4.281, -5.528], [-2.330, -1.585, -0.672], [1.544, -1.680, -4.103]]}



No. 6
{"formula": "C4H18NO3", "method": "ωB97M-V/def2-TZVPD", "spin_multiplicity": 2, "e_above_lowest_kcal_mol": 51.7, "charge": 2, "energy_ha": -442.857436, "homo_lumo_gap_ev": [10.42, 4.19], "elements": ["O", "O", "O", "N", "C", "C", "C", "C", "H", "H", "H", "H", "H", "H", "H", "H", "H", "H", "H", "H", "H", "H", "H", "H", "H", "H"], "xyz": [[-2.308, -0.436, -1.734], [-0.516, -1.224, -2.727], [0.310, -1.400, 2.679], [0.110, -0.414, -0.058], [2.299, 0.562, 0.856], [1.423, 0.305, -0.338], [-0.587, 0.406, 1.101], [-1.179, 1.668, 0.523], [-2.713, -0.825, -2.557], [-0.606, -2.099, -3.258], [1.999, 1.440, 1.460], [1.218, 1.255, -0.844], [0.859, -2.184, 2.528], [3.348, 0.730, 0.607], [-1.803, 0.353, -1.988], [-0.548, -0.352, -0.779], [1.984, -0.180, -1.145], [0.100, 0.614, 1.919], [-1.575, 1.793, -0.536], [-1.459, -0.201, 1.369], [-0.438, -1.793, 3.177], [0.394, -1.317, 0.267], [-0.396, 2.466, 0.486], [-0.114, -0.763, -3.492], [-2.139, 1.938, 1.036], [2.338, -0.343, 1.449]]}



No. 7
{"formula": "C63H51As2GaN2O2Te", "method": "ωB97M-V/def2-TZVPD", "e_above_lowest_kcal_mol": 13.1, "energy_ha": -9355.760898, "homo_lumo_gap_ev": 6.95, "elements": ["Te", "As", "As", "Ga", "O", "O", "N", "N", "C", "C", "C", "C", "C", "C", "C", "C", "C", "C", "C", "C", "C", "C", "C", "C", "C", "C", "C", "C", "C", "C", "C", "C", "C", "C", "C", "C", "C", "C", "C", "C", "C", "C", "C", "C", "C", "C", "C", "C", "C", "C", "C", "C", "C", "C", "C", "C", "C", "C", "C", "C", "C", "C", "C", "C", "C", "C", "C", "C", "C", "C", "C", "H", "H", "H", "H", "H", "H", "H", "H", "H", "H", "H", "H", "H", "H", "H", "H", "H", "H", "H", "H", "H", "H", "H", "H", "H", "H", "H", "H", "H", "H", "H", "H", "H", "H", "H", "H", "H", "H", "H", "H", "H", "H", "H", "H", "H", "H", "H", "H", "H", "H", "H"], "xyz": [[0.194, 0.606, -1.602], [-0.615, 1.012, 2.350], [2.706, 0.318, 0.524], [0.303, -1.529, -0.225], [0.588, -1.659, 1.688], [0.156, -2.949, 3.446], [-0.388, -5.462, -6.909], [-1.640, -2.382, 0.494], [1.905, -3.795, -3.053], [4.610, 1.052, 4.770], [3.248, 2.464, -1.442], [0.259, -0.935, -4.587], [4.953, 1.891, 3.722], [-3.558, 4.427, 1.005], [-3.027, 2.104, -6.813], [-1.351, -3.004, 1.616], [-2.282, 4.438, 0.465], [3.704, 0.025, 4.569], [-0.094, -5.147, -5.845], [0.184, 1.858, 3.933], [1.332, -3.322, -0.664], [4.260, -0.426, -0.412], [2.190, 4.461, 0.157], [-4.682, -0.209, 4.394], [1.636, 2.849, 6.094], [5.127, -1.461, -2.414], [-2.931, 1.860, -4.335], [1.294, 3.683, 5.044], [1.003, -3.866, -1.988], [-3.693, -3.645, 0.364], [0.507, 1.036, 5.006], [3.498, 0.656, 2.261], [-2.911, 1.901, -1.860], [-0.265, -4.403, -2.232], [-0.633, -4.838, -3.485], [1.226, 1.526, 6.081], [6.379, -1.557, -1.827], [-4.549, 0.940, 3.633], [-1.369, 3.462, 0.831], [-2.810, -2.646, -0.135], [2.278, 3.164, 0.629], [-1.471, 0.511, -5.633], [-3.304, -4.364, 1.514], [-3.323, 1.258, 3.061], [-2.472, 1.467, -5.581], [-1.734, 2.483, 1.737], [3.141, -0.167, 3.319], [-2.150, -4.020, 2.160], [0.570, 3.192, 3.969], [-2.337, 1.422, -3.161], [-0.099, -2.531, 2.336], [-3.046, 2.427, 2.229], [0.275, -4.742, -4.545], [5.516, -0.538, 0.169], [6.569, -1.098, -0.534], [1.551, -4.222, -4.315], [-2.374, -0.750, 4.009], [4.405, 1.689, 2.470], [-3.950, 3.417, 1.866], [-3.598, -1.049, 4.589], [4.074, -0.905, -1.708], [-4.911, -3.873, -0.305], [-2.227, 0.398, 3.251], [3.173, 3.762, -1.913], [-5.245, -3.129, -1.403], [-1.225, 0.585, -3.237], [-3.175, -1.903, -1.272], [-4.375, -2.138, -1.884], [-0.848, 0.066, -4.478], [2.637, 4.764, -1.120], [2.807, 2.150, -0.163], [-3.938, -5.157, 1.883], [7.541, -1.174, -0.067], [1.939, 2.921, 1.635], [5.046, 1.206, 5.745], [2.572, 5.777, -1.490], [2.219, 3.224, 6.923], [2.404, -3.127, -0.558], [0.171, -1.510, -5.505], [5.657, 2.698, 3.873], [0.234, -1.622, -3.740], [-3.991, 1.762, -1.862], [5.669, -0.186, 1.183], [-0.374, 3.443, 0.399], [-2.495, 1.367, -1.004], [2.250, -4.154, -5.137], [1.588, 4.724, 5.068], [-3.703, -1.946, 5.182], [-1.536, -1.418, 4.158], [0.285, 3.860, 3.162], [-2.495, -1.147, -1.636], [7.203, -1.992, -2.373], [4.676, 2.335, 1.641], [-2.718, 3.148, -6.844], [-4.657, -1.554, -2.745], [2.893, -3.398, -2.876], [1.470, 0.868, 6.901], [4.976, -1.820, -3.424], [2.414, -0.955, 3.156], [-6.183, -3.297, -1.908], [-1.123, 0.147, -6.590], [-2.710, 2.963, -1.726], [3.661, 1.683, -2.070], [1.015, -3.996, 0.139], [-4.962, 3.395, 2.243], [-1.998, 5.205, -0.241], [-0.971, -4.474, -1.411], [-1.620, -5.244, -3.661], [-4.262, 5.195, 0.727], [3.526, 3.988, -2.908], [-5.581, -4.631, 0.075], [3.431, -0.627, 5.384], [-4.113, 2.082, -6.801], [-5.639, -0.451, 4.838], [-1.815, -4.513, 3.058], [-3.746, 2.566, -4.269], [-5.405, 1.586, 3.486], [1.222, -0.423, -4.592], [1.765, 5.238, 0.780], [0.191, -0.001, 4.993], [3.084, -0.845, -2.159], [-2.665, 1.614, -7.710]]}